Entry 1:
DFT (ωB97M-V/def2-TZVPD) results for a molecular structure, C31H55BaBrNO3P3.

The HOMO-LUMO gap comes out at 7.47 eV. The maximum force comes out at 1.8 eV/Å. As for the energy above the lowest of the compared OMol25 structures with the same formula, charge and spin: 8.78 kcal per mole.

```
! RIJCOSX wB97M-V def2-TZVPD def2/J DEFGRID3
* xyz 2 1
N 1.58422 -5.11927 -2.25709
C 0.65492 -5.00465 -1.30974
C -0.19042 -3.89447 -1.22353
C -0.07479 -2.87686 -2.21370
C 0.97878 -2.98619 -3.15833
C 1.76109 -4.14794 -3.15144
C -0.98556 -1.73897 -2.23581
Ba -0.15764 -0.36318 0.45587
P -0.68793 2.62699 0.28366
C -0.70537 -0.55182 -2.86683
C -1.63837 0.54569 -2.98823
C -1.37633 1.58043 -3.93560
C -2.33039 2.55521 -4.19822
C -3.52278 2.56148 -3.45477
C -3.77338 1.59628 -2.48096
C -2.83300 0.59889 -2.24611
Br -4.80087 3.97113 -3.70875
H -1.94995 -1.90303 -1.73350
H 0.25345 -0.43714 -3.38778
H -0.93888 -3.83494 -0.41901
H 1.16232 -2.21932 -3.91343
H 0.54258 -5.83634 -0.61203
H 2.52091 -4.28609 -3.91465
H -0.44950 1.56416 -4.49758
H -3.07741 -0.18682 -1.52795
H -2.17573 3.30518 -4.97021
H -4.71230 1.61738 -1.92647
P 2.94013 0.33017 -0.60602
C -2.35644 2.34659 0.99821
C -3.38252 3.47332 0.90854
H -2.21631 2.04181 2.04885
H -2.79780 1.47317 0.48486
H -4.31519 3.13952 1.39125
H -3.05563 4.38149 1.43270
H -3.64102 3.74249 -0.12274
C -0.91130 3.74126 -1.12022
C -0.88916 5.23578 -0.81241
H -1.84082 3.45293 -1.63951
H -0.10526 3.52073 -1.84167
H -0.97629 5.79172 -1.76418
H -1.73340 5.53364 -0.17228
H 0.04228 5.54498 -0.32675
C 0.32457 3.39965 1.58329
C -0.37012 4.34172 2.56374
H 1.16527 3.90907 1.08074
H 0.78210 2.58195 2.17189
H 0.38160 4.73138 3.27160
H -0.82719 5.20643 2.06197
H -1.14351 3.83756 3.14905
C 4.05049 0.41813 0.85371
C 3.62454 1.43320 1.91467
H 5.06333 0.64453 0.47648
H 4.07666 -0.58409 1.30779
H 4.34146 1.43030 2.75120
H 3.59105 2.45718 1.51939
H 2.63789 1.22192 2.35658
C 3.30736 1.89110 -1.48174
C 2.56480 2.04560 -2.81021
H 4.40248 1.95255 -1.62674
H 2.99580 2.70022 -0.80292
H 2.78693 3.02649 -3.24940
H 2.85732 1.28531 -3.54244
H 1.47293 1.98464 -2.69544
C 3.79381 -0.92761 -1.62308
C 3.84720 -2.31556 -0.97625
H 4.81304 -0.56135 -1.84447
H 3.22829 -0.99425 -2.56413
H 4.24544 -3.05176 -1.69103
H 4.48761 -2.34120 -0.08478
H 2.85617 -2.68734 -0.67572
C 2.33680 -1.87588 4.02433
C 1.65648 -1.82056 2.67134
O 0.18939 -1.50386 2.85483
P -1.24361 -2.37595 2.34514
O -1.75492 -3.15648 3.68128
C -1.01247 -4.44029 3.87964
C -0.76276 -5.15981 2.57261
O -2.18769 -0.97963 2.29379
C -3.69627 -1.14995 2.11251
C -4.00833 -2.08978 0.95925
H 2.28209 -0.92725 4.56344
H 3.39992 -2.11345 3.88106
H 1.90749 -2.66343 4.65840
H 2.07274 -0.98131 2.08361
H 1.78196 -2.74142 2.08705
H -0.07504 -4.16040 4.36550
H -1.57788 -5.06969 4.57206
H -0.02168 -4.64211 1.94126
H -0.35174 -6.13763 2.83703
H -1.67442 -5.31147 1.98233
H -4.11874 -1.50409 3.06069
H -4.03783 -0.13136 1.91800
H -3.44752 -3.04069 1.04148
H -5.08280 -2.32974 0.95930
H -3.76948 -1.61496 -0.00609
*
```

Mulliken population analysis, charges in e, atoms 1 to 2:
1 N -0.519
2 C -0.660

Entry 2:
DFT (ωB97M-V/def2-TZVPD) results for a molecular structure, C23H49AsBF6MoO2Se4Si4Te2.

The HOMO-LUMO gap (spin up / spin down) comes out at 6.79 / 6.20 eV. The maximum force comes out at 0.9 eV/Å. As for the energy above the lowest of the compared OMol25 structures with the same formula, charge and spin: 5.84 kcal per mole.

```
! RIJCOSX wB97M-V def2-TZVPD def2/J DEFGRID3
* xyz 0 4
Mo -0.01594 1.16607 -0.33430
Se 1.78279 0.19137 1.39470
Te 2.22351 1.89117 3.28370
Te -0.01658 3.29503 2.90064
Se 0.37861 3.60291 0.44395
C -2.54375 1.62884 -3.44920
Se -1.39933 2.58841 -2.18629
C -2.87334 3.23717 -1.08255
C -3.61807 2.12133 -0.38717
Se -2.54013 1.30958 1.02009
C -3.64346 -0.28301 1.20368
H -3.57653 1.84366 -3.18610
H -2.36703 0.56236 -3.40697
H -2.31857 2.01388 -4.43684
H -3.53505 3.77799 -1.75931
H -2.43018 3.94587 -0.38490
H -3.89284 1.32369 -1.07692
H -4.52079 2.50468 0.08957
H -4.58369 0.02226 1.65677
H -3.12766 -0.98201 1.85411
H -3.79509 -0.73186 0.22850
C -4.02530 -1.95942 6.73557
C -3.94008 -3.10809 5.73038
C -5.30844 -3.25517 5.05021
C -3.60952 -4.39519 6.49814
C -2.87056 -2.86133 4.66510
C -2.67061 -3.82236 3.66466
C -1.73153 -3.68223 2.65002
C -0.98563 -2.52746 2.66637
O -0.00512 -2.10236 1.78604
B 0.35405 -0.86749 2.26025
O -0.31945 -0.50221 3.40159
C -1.16907 -1.57100 3.64398
C -2.09274 -1.70234 4.65604
H -4.79962 -2.18071 7.47159
H -4.28891 -1.01656 6.25206
H -3.08559 -1.82275 7.27402
H -6.08377 -3.42770 5.79940
H -5.32309 -4.09154 4.35123
H -5.56378 -2.34967 4.49589
H -4.36901 -4.58218 7.26011
H -2.64072 -4.31165 6.99381
H -3.57628 -5.26234 5.83815
H -3.27640 -4.71888 3.66962
H -1.60915 -4.42301 1.87331
H -2.20028 -0.92003 5.39270
C 3.63228 2.24400 -4.89992
Si 2.06259 2.32813 -3.86292
C 1.60297 4.14815 -3.64731
C 0.78824 1.42006 -4.92783
Si 2.25117 1.30007 -1.75749
Si 3.02841 -0.87048 -2.29847
C 2.80355 -2.11805 -0.91074
C 2.16007 -1.52933 -3.82361
C 4.86261 -0.84149 -2.72790
Si 4.14735 2.36319 -0.76560
C 5.46769 2.63945 -2.07880
C 4.97638 1.30695 0.55896
C 3.86201 4.06851 -0.03409
H 3.44438 2.71032 -5.87188
H 3.91788 1.20597 -5.08451
H 4.48282 2.74925 -4.44488
H 0.96632 4.50258 -4.46181
H 2.50820 4.76088 -3.64022
H 1.07536 4.33130 -2.70894
H 0.16967 2.12518 -5.48990
H 0.14002 0.75135 -4.36459
H 1.30987 0.79249 -5.65213
H 1.75983 -2.21301 -0.60452
H 3.40319 -1.87243 -0.03172
H 3.12590 -3.10122 -1.26645
H 1.08246 -1.60108 -3.69973
H 2.53790 -2.53511 -4.03272
H 2.36411 -0.91287 -4.70053
H 5.48801 -0.55366 -1.88181
H 5.07051 -0.15246 -3.54924
H 5.17245 -1.84090 -3.04650
H 5.72907 1.73240 -2.62545
H 6.37238 3.00617 -1.58453
H 5.15974 3.40134 -2.79783
H 5.16819 0.29219 0.20725
H 4.39836 1.24096 1.48158
H 5.93833 1.75865 0.81886
H 3.35716 4.73178 -0.73944
H 4.83725 4.50747 0.20146
H 3.27357 4.04018 0.88130
F -0.64246 -0.74213 -1.19034
As -1.78606 -2.04780 -1.82814
F -1.60172 -1.31950 -3.37994
F -3.07261 -0.92115 -1.49980
F -2.87523 -3.22425 -2.41219
F -1.91721 -2.61090 -0.20603
F -0.39923 -3.01690 -2.08436
*
```

Mulliken population analysis, charges in e, atoms 1 to 2:
1 Mo 0.639
2 Se -0.481

Entry 3:
DFT (ωB97M-V/def2-TZVPD) results for 5 unconnected molecules or ions with the total composition C5H8Cl12.

The HOMO-LUMO gap comes out at 11.25 eV. The maximum force comes out at 1.5 eV/Å. As for the SMILES: ClC(Cl)Cl.ClC(Cl)Cl.ClCCl.ClCCl.ClCCl. As for the energy above the lowest of the compared OMol25 structures with the same formula, charge and spin: 15.17 kcal per mole.

```
! RIJCOSX wB97M-V def2-TZVPD def2/J DEFGRID3
* xyz 0 1
C 5.79281 8.62283 8.72851
Cl 6.04574 10.19712 8.08403
Cl 6.81702 7.56274 7.79203
Cl 4.06200 8.07330 8.62674
H 6.11978 8.70628 9.76496
C 4.28255 15.69097 6.47998
Cl 3.61400 16.41213 7.97115
Cl 6.10459 15.60322 6.69753
Cl 3.93359 16.58688 4.98899
H 3.84904 14.69170 6.43954
C 1.25358 19.51719 0.59097
Cl 2.81061 19.14669 -0.16118
Cl 1.35698 20.85249 1.74015
H 0.57479 19.86078 -0.18961
H 0.83640 18.65232 1.10679
C 8.55099 19.80915 7.99335
Cl 6.81207 20.17222 7.54989
Cl 9.41687 21.20027 8.55313
H 8.59199 19.05007 8.77451
H 9.12927 19.55700 7.10447
C -0.47765 10.29475 5.74877
Cl 0.42349 11.53879 4.79969
Cl -1.09862 11.09768 7.23977
H -1.26207 9.93348 5.08373
H 0.19145 9.48055 6.02711
*
```

Mulliken population analysis, charges in e, atoms 1 to 2:
1 C 0.060
2 Cl -0.107

Entry 4:
DFT (ωB97M-V/def2-TZVPD) results for a molecular structure, C18H22BHgN12OS2.

The HOMO-LUMO gap (spin up / spin down) comes out at 4.74 / 6.27 eV. The maximum force comes out at 0.7 eV/Å.

```
! RIJCOSX wB97M-V def2-TZVPD def2/J DEFGRID3
* xyz -2 2
Hg 0.49997 0.64680 -1.18261
N -0.69130 5.08413 -1.76608
C 0.25959 4.19214 -1.25477
S 1.73125 3.97733 -2.11226
N -0.06963 3.66514 -0.10111
N 0.72116 2.59081 0.26759
C 1.32535 2.68677 1.37786
C 2.06666 1.63527 2.06531
C 2.39797 1.86738 3.40387
C 2.98711 0.90638 4.20982
C 3.26104 -0.34657 3.64324
C 3.00031 -0.58922 2.31256
C 2.43117 0.39660 1.44829
O 2.29983 0.14682 0.19612
H -0.60362 5.14585 -2.76653
H -1.62876 4.83905 -1.47570
H 1.24087 3.64130 1.90056
H 2.16546 2.84360 3.82204
H 3.22351 1.11410 5.24599
H 3.67869 -1.13676 4.26060
H 3.22266 -1.55208 1.86457
C -3.53109 -3.17718 -1.35116
C -3.06596 -1.96043 -1.90016
N -1.88657 -1.62534 -1.39637
N -1.55864 -2.60592 -0.52654
C -2.53322 -3.54651 -0.47669
B -0.28519 -2.58905 0.36943
N -0.28208 -1.35607 1.33043
C -0.19072 -1.40422 2.67501
C -0.36443 -0.12975 3.17259
C -0.54995 0.65973 2.02418
N -0.50877 -0.08206 0.92313
N 1.00517 -2.58413 -0.50088
C 2.10635 -3.33667 -0.32397
C 2.99679 -3.04631 -1.33884
C 2.33226 -2.06841 -2.10072
N 1.12987 -1.81186 -1.59910
H -4.45255 -3.69709 -1.55937
H -3.53158 -1.32414 -2.64292
H -2.44234 -4.40507 0.17242
H -0.29791 -3.59137 1.05286
H 0.01492 -2.33502 3.18444
H -0.33133 0.18994 4.20163
H -0.70498 1.72771 1.93991
H 2.18844 -4.01630 0.51176
H 3.98719 -3.45147 -1.48308
H 2.65466 -1.55927 -2.99841
N -2.58234 1.62357 -0.81662
N -2.91631 1.76626 -2.19708
C -2.25356 0.92630 -3.11293
N -3.11990 0.45450 -4.15001
S -0.55075 0.96176 -3.39837
H -2.26375 0.66952 -0.65013
H -1.79698 2.23633 -0.61635
H -3.90667 1.62620 -2.28903
H -3.46169 1.23363 -4.72460
H -2.56569 -0.12663 -4.76377
*
```

Mulliken population analysis, charges in e, atoms 1 to 2:
1 Hg 1.505
2 N -0.607